# 1
DFT (the ωB97M-V functional and the def2-TZVPD basis) results for a cluster of 2 separate species, C6H16N4O2 in total in a non-equilibrium geometry.

Positions of all 28 atoms, in Å:
C (2.75273, 2.25064, -0.17714)
C (-1.81167, -1.45147, 1.98715)
C (-2.63547, 0.74144, 0.97978)
C (3.29232, 0.86027, -0.26329)
C (-1.40011, -0.17535, 1.33354)
C (2.57334, 0.17675, -1.33828)
N (-2.24099, -1.73719, -0.62462)
N (1.47210, 0.46978, -1.86268)
N (-0.58256, -0.43156, 0.16359)
N (-1.14478, -1.14533, -0.71910)
O (-0.26582, -1.36368, -1.77749)
O (-2.67994, -2.36465, -1.79031)
H (3.37467, 2.69711, 0.67721)
H (2.72732, 2.80731, -1.09461)
H (1.63489, 2.13963, 0.11776)
H (-2.27328, -1.18231, 3.00531)
H (-2.62618, -1.96581, 1.40885)
H (-0.79840, -1.82923, 2.18635)
H (-3.51165, 0.27003, 0.47833)
H (-2.13175, 1.59832, 0.48846)
H (-2.99727, 1.09953, 1.95411)
H (3.16294, 0.21320, 0.67722)
H (4.35807, 0.71532, -0.58230)
H (-0.83029, 0.43072, 2.03846)
H (3.09722, -0.69798, -1.84114)
H (0.37162, -0.48805, -1.86955)
H (0.98480, 1.02401, -1.26273)
H (-1.87188, -2.66146, -2.29287)

Force components x, y, z for each atom (eV/Å):
C -0.75 0.20 3.40
C -0.99 0.61 2.41
C 0.88 0.11 0.82
C 0.58 -1.76 -0.10
C -2.33 1.08 -1.10
C 1.39 -2.78 -1.98
N -1.32 -0.45 -1.01
N 0.44 -1.93 -1.25
N 0.41 0.99 1.01
N 2.61 0.20 -0.81
O -1.19 0.18 -0.42
O 1.37 -0.34 -0.56
H -1.39 0.27 -1.36
H 0.59 0.25 -0.36
H 1.91 0.56 0.05
H 0.70 -0.41 -1.25
H 1.62 -0.07 0.83
H -0.80 -1.51 -0.02
H 1.07 0.39 -0.06
H -1.07 -0.25 -0.23
H -0.07 0.07 -0.24
H 0.16 1.13 -1.05
H -0.62 0.70 0.64
H 0.42 -0.16 -0.24
H -0.37 0.96 0.65
H -0.61 -1.57 -0.12
H -1.79 3.07 1.79
H -0.87 0.47 0.54

LUMO level: 0.708 eV
highest occupied orbital energy: -0.2930 Eh
frontier orbital gap: 8.7 eV

---

# 2
DFT (the ωB97M-V functional and the def2-TZVPD basis) results for a cluster of 9 separate species, C31H60F20N9O24S12 in total in a non-equilibrium geometry.

Positions of all 156 atoms, in Å:
C (-5.58580, -6.97721, -2.01565)
C (-5.97564, -7.84557, -3.17452)
C (-7.31855, -7.43436, -3.86169)
N (-7.67315, -8.33090, -5.06792)
C (-6.58323, -8.13913, -6.15204)
C (-6.94626, -8.70961, -7.52528)
C (-8.15792, -7.93437, -7.99975)
C (-9.36556, -8.17889, -7.01049)
C (-9.11334, -7.83242, -5.52836)
C (-7.84940, -9.72212, -4.48009)
H (-5.16098, -5.98592, -2.17365)
H (-4.95789, -7.51092, -1.30222)
H (-6.43657, -6.77945, -1.36361)
H (-5.92681, -8.84975, -2.75343)
H (-5.15939, -7.72757, -3.88721)
H (-7.38322, -6.42798, -4.27535)
H (-8.17089, -7.48093, -3.18386)
H (-6.29833, -7.08755, -6.11888)
H (-5.61322, -8.57123, -5.90613)
H (-6.13711, -8.64959, -8.25313)
H (-7.29350, -9.74259, -7.54693)
H (-8.02087, -6.85784, -8.10180)
H (-8.43222, -8.38590, -8.95316)
H (-10.18842, -7.58760, -7.41221)
H (-9.74311, -9.19191, -7.14961)
H (-9.18856, -6.76993, -5.29694)
H (-9.93247, -8.30490, -4.98623)
H (-8.36780, -10.30750, -5.23950)
H (-8.53230, -9.59734, -3.63975)
H (-6.92801, -10.24907, -4.23218)
C (4.23202, 5.48861, 5.28766)
C (5.29038, 6.48222, 4.52114)
C (5.32236, 6.15678, 3.00211)
N (6.47506, 6.88446, 2.15896)
C (6.20489, 6.48228, 0.67627)
C (7.27918, 7.25324, -0.24316)
C (7.32079, 8.77335, 0.11208)
C (7.48954, 9.12553, 1.63371)
C (6.45646, 8.39656, 2.54682)
C (7.83493, 6.23895, 2.54943)
H (4.61933, 4.51729, 5.59528)
H (3.28761, 5.37867, 4.75466)
H (3.97062, 5.94149, 6.24405)
H (6.29581, 6.37239, 4.92752)
H (4.90630, 7.48746, 4.69456)
H (4.41975, 6.59493, 2.57620)
H (5.27599, 5.09469, 2.76145)
H (5.25190, 6.97409, 0.48126)
H (6.10568, 5.42494, 0.43073)
H (7.03402, 7.27929, -1.30492)
H (8.18088, 6.65237, -0.36151)
H (6.36761, 9.25506, -0.10587)
H (8.00485, 9.24047, -0.59641)
H (7.36969, 10.20880, 1.65018)
H (8.52073, 8.91574, 1.91786)
H (5.41095, 8.63532, 2.35188)
H (6.71269, 8.45540, 3.60465)
H (7.75894, 5.15244, 2.50679)
H (8.12945, 6.63544, 3.52110)
H (8.66254, 6.42530, 1.86500)
C (-4.00977, -1.16429, 2.30974)
C (-2.81365, -0.28307, 1.82796)
C (-1.44668, -0.91885, 1.97415)
N (-0.33352, 0.05949, 2.31579)
C (1.02858, -0.74848, 2.39107)
C (2.22440, 0.25200, 2.42686)
C (2.22301, 1.11983, 1.20734)
C (1.01460, 2.00384, 1.14238)
C (-0.22314, 1.08632, 1.08657)
C (-0.55166, 0.84301, 3.64870)
H (-4.97252, -0.66559, 2.19787)
H (-3.75784, -1.24060, 3.36748)
H (-4.18152, -2.20792, 2.04624)
H (-2.90463, 0.70006, 2.28977)
H (-2.99526, -0.02262, 0.78524)
H (-1.36778, -1.49513, 1.05232)
H (-1.43874, -1.71582, 2.71770)
H (1.03135, -1.17314, 1.38720)
H (1.06238, -1.50652, 3.17359)
H (3.08842, -0.40333, 2.53691)
H (2.20552, 1.00069, 3.21881)
H (2.26620, 0.63018, 0.23446)
H (3.04039, 1.84064, 1.22780)
H (1.04245, 2.61680, 0.24149)
H (0.90002, 2.77171, 1.90746)
H (-0.31815, 0.45405, 0.20378)
H (-1.08652, 1.74875, 1.02433)
H (0.37254, 1.31805, 3.97777)
H (-0.75019, 0.07464, 4.39589)
H (-1.38334, 1.54642, 3.68908)
N (1.45291, -2.50946, 7.39897)
S (3.04028, -1.96018, 7.70185)
O (3.64964, -2.69471, 8.77858)
O (3.44645, -0.62314, 7.36302)
F (3.79583, -2.75854, 6.58483)
S (0.85042, -1.73050, 8.51178)
O (0.70592, -0.22456, 8.40393)
O (0.91400, -2.32464, 9.90286)
F (-0.65502, -2.01677, 8.02083)
N (-2.55228, -7.11601, 6.67612)
S (-3.16738, -7.15312, 8.28573)
O (-4.38875, -7.93787, 8.59381)
O (-2.95119, -5.94384, 9.05329)
F (-1.97410, -8.00899, 8.86915)
S (-3.83583, -6.77194, 6.09247)
O (-4.43615, -5.47257, 6.42040)
O (-4.80752, -7.78114, 5.64555)
F (-3.19219, -6.46442, 4.62202)
N (-1.05700, -0.44751, -5.62851)
S (0.20583, 0.59487, -5.12826)
O (1.53026, 0.01652, -5.04115)
O (-0.21989, 1.45731, -4.10340)
F (0.25656, 1.59010, -6.37445)
S (-0.53428, -1.61338, -4.81775)
O (-0.50117, -1.53085, -3.34930)
O (0.41855, -2.54175, -5.42485)
F (-1.87376, -2.59594, -4.95058)
N (-7.39454, -1.14370, -5.34965)
S (-8.95973, -1.26537, -6.07261)
O (-10.11469, -0.56097, -5.59069)
O (-9.18155, -2.57473, -6.73773)
F (-8.37105, -0.29090, -7.21876)
S (-7.95412, -0.86698, -3.98153)
O (-8.89002, -1.83103, -3.44756)
O (-8.17011, 0.48140, -3.48082)
F (-6.67923, -1.37991, -3.15190)
C (11.21790, 1.13816, -0.28140)
F (10.88032, 2.29295, -0.90512)
F (12.46085, 0.68922, -0.58184)
F (11.15268, 1.42369, 1.04323)
S (9.91795, -0.22610, -0.58703)
O (10.54931, -1.42708, -0.06437)
O (8.68129, 0.18822, 0.14093)
N (9.78006, -0.28559, -2.27281)
S (8.35936, -0.55267, -2.55076)
O (7.83501, -1.72272, -1.81137)
O (7.57378, 0.66989, -2.57615)
C (8.49848, -1.14409, -4.42977)
F (7.31741, -1.45677, -4.86669)
F (8.97470, -0.14355, -5.16601)
F (9.28123, -2.16519, -4.52134)
C (0.55546, 7.36349, -1.90200)
F (-0.45370, 6.55681, -1.70854)
F (1.78724, 6.74188, -1.69005)
F (0.47441, 7.74739, -3.18134)
S (0.53172, 8.94620, -0.70127)
O (1.92498, 9.40792, -0.75564)
O (-0.47651, 9.83706, -1.28103)
N (0.22566, 8.23186, 0.83871)
S (-1.25261, 8.50265, 1.08596)
O (-1.47494, 9.92816, 1.21939)
O (-2.18390, 7.79697, 0.22624)
C (-1.27664, 7.74971, 2.91665)
F (-0.38500, 8.26548, 3.74823)
F (-2.47253, 8.01740, 3.50537)
F (-1.12485, 6.34922, 2.86096)

Force components x, y, z for each atom (eV/Å):
C -0.65 0.87 2.00
C 0.12 0.84 -0.80
C 0.52 -0.43 -0.04
N -0.53 0.29 1.22
C 0.64 -1.03 0.03
C -1.13 1.27 0.21
C -1.30 -0.63 0.38
C 0.71 0.56 -1.01
C 0.74 -0.43 -1.36
C -0.52 0.04 -1.41
H 0.11 -0.23 -0.61
H 0.47 -0.06 -0.42
H -0.45 0.08 -0.09
H -0.60 -0.22 -0.58
H -0.08 -0.38 -0.28
H 0.76 0.17 0.23
H 0.06 -0.32 0.13
H -0.75 0.27 -0.53
H -0.42 -0.60 1.05
H 0.26 0.23 0.38
H 0.45 -0.30 0.64
H 0.32 -0.06 -0.12
H -0.31 0.47 -0.20
H -0.09 0.33 0.44
H 0.33 -0.32 0.36
H 0.40 0.03 -0.33
H 0.64 -0.31 0.64
H 0.03 -0.12 0.02
H 0.35 -0.17 0.08
H 0.02 0.56 0.07
C 1.11 1.19 -0.13
C -1.14 -1.87 0.00
C -0.13 1.54 0.01
N 0.81 -3.00 1.17
C 0.73 3.50 -1.12
C -1.38 -0.14 0.34
C -0.31 -0.89 0.95
C 0.14 -0.22 -1.13
C 0.77 -1.20 -2.27
C -0.47 0.35 -0.09
H 0.25 -0.04 -0.64
H 0.21 -0.02 -0.27
H 0.04 0.32 -0.08
H -0.14 0.01 0.33
H 0.26 0.01 -0.13
H -0.07 -0.06 -0.18
H 0.65 0.06 0.05
H -0.20 -0.23 -0.15
H 0.36 -0.07 0.91
H -1.06 -0.43 0.04
H 0.59 0.52 0.96
H -0.37 -0.52 -0.52
H 0.44 0.25 0.62
H -0.14 -0.02 0.59
H -0.09 -0.11 0.44
H 0.13 0.62 0.09
H -0.15 -0.05 -0.19
H -0.46 0.07 0.46
H -0.16 -0.37 0.04
H -0.48 0.68 -0.27
C 0.81 0.48 1.45
C -1.52 0.09 -1.08
C -0.85 -0.33 0.74
N 0.53 1.20 -0.60
C -0.38 2.32 -0.90
C -0.73 -0.86 0.01
C 0.93 1.34 -0.86
C -1.39 -0.89 -0.30
C -0.27 0.23 0.64
C 0.11 -1.59 -0.05
H 0.22 0.21 -0.01
H -0.70 -0.08 0.44
H 0.72 0.12 -0.88
H 0.06 -0.19 0.58
H 0.29 -0.14 -0.28
H 1.36 0.49 -0.29
H 0.01 0.33 0.56
H 0.20 -0.54 0.21
H -0.55 0.27 0.06
H 0.27 0.36 -0.06
H -0.03 -0.70 0.69
H 0.24 -0.49 0.15
H 0.62 -0.43 0.07
H -0.19 -0.31 -0.32
H 0.15 -0.34 0.58
H 0.60 -0.04 -0.05
H -0.43 -0.45 0.69
H -0.14 0.02 -0.52
H -0.07 -0.07 0.03
H 0.13 -0.13 -0.75
N 5.59 0.22 -2.22
S 3.29 -2.84 -1.24
O -0.96 1.51 0.96
O -1.23 -0.31 0.66
F -0.52 -0.44 -2.02
S -8.09 4.35 6.74
O 1.93 -3.37 0.57
O 0.27 1.90 -3.99
F -0.22 -0.83 0.43
N 2.87 -2.03 6.49
S 0.90 -0.19 3.91
O 2.68 1.51 -1.44
O -0.76 -0.85 -1.59
F 0.05 -0.89 -0.36
S -8.24 3.22 -9.13
O 0.82 -1.80 0.49
O 1.36 0.66 1.62
F 0.20 0.27 -0.04
N 2.46 3.65 -0.18
S 0.45 1.07 -1.49
O -1.49 0.53 -0.48
O -0.49 0.65 1.18
F -0.10 -0.75 -0.19
S -0.86 -8.91 3.05
O 0.46 0.92 -1.96
O -0.60 1.80 0.46
F 0.16 0.98 -0.30
N -2.98 -0.74 -2.74
S 1.48 -1.19 -4.25
O 0.90 -0.48 -0.08
O 0.61 2.57 1.63
F -1.21 -0.46 -0.61
S 0.61 0.70 8.53
O -0.85 -0.22 -0.93
O 0.54 -1.07 -1.46
F 0.77 0.63 -0.13
C -1.04 -0.21 0.33
F 0.94 -0.95 -0.04
F -1.17 1.05 0.07
F 0.50 -0.36 -0.70
S -1.63 -1.26 0.81
O 0.04 1.34 -0.61
O 3.04 0.02 -1.72
N 5.88 1.35 4.11
S -6.59 -2.05 -1.82
O 0.36 1.57 -1.52
O -0.18 -0.89 -0.41
C -0.30 2.12 2.94
F -1.43 -0.39 -0.56
F 0.36 0.38 -0.49
F 1.33 -1.58 -0.31
C 1.01 1.07 0.58
F 0.27 -0.53 0.59
F -1.88 0.45 -0.38
F 0.62 0.19 0.44
S 1.20 -0.28 -0.77
O -1.58 -0.76 0.46
O 1.34 -1.54 0.95
N 3.00 0.47 -3.52
S -3.12 1.15 1.16
O -0.69 -0.66 1.03
O 0.42 -0.05 1.33
C -1.36 -0.99 -0.78
F 0.60 -0.28 -0.45
F 0.50 -0.51 -0.76
F -0.09 2.26 0.26

LUMO level: 2.183 eV
highest occupied orbital energy: -0.1580 Eh
total charge: -3
frontier orbital gap: 6.5 eV

---

# 3
DFT (the ωB97M-V functional and the def2-TZVPD basis) results for a structure of composition C26H50P2RuSi in a non-equilibrium geometry.

Positions of all 80 atoms, in Å:
Ru (0.21227, 0.23959, 0.70810)
C (2.18792, 2.39164, 0.33082)
C (1.69345, 2.75347, -0.93406)
C (-0.13607, 2.65639, 0.50169)
C (1.05770, 2.15671, 1.25866)
C (0.30018, 2.99120, -0.82422)
C (3.61232, 2.43273, 0.75647)
H (4.28962, 2.02588, -0.01337)
H (3.73470, 1.83798, 1.67194)
H (3.95899, 3.46080, 0.97114)
C (1.26271, 2.41763, 2.71388)
H (1.90770, 1.63181, 3.13187)
H (0.31161, 2.44836, 3.24525)
H (1.77303, 3.37950, 2.89543)
C (-1.29637, 3.34324, 1.12327)
H (-1.14296, 4.43789, 1.12973)
H (-1.43499, 3.03938, 2.16544)
H (-2.21247, 3.16317, 0.54113)
C (-0.50710, 3.75803, -1.80615)
H (-0.32769, 4.84623, -1.71941)
H (-1.58145, 3.59171, -1.64537)
H (-0.24554, 3.47771, -2.83848)
C (2.51753, 3.10478, -2.12743)
H (2.86406, 4.15599, -2.12667)
H (1.94060, 2.94508, -3.04969)
H (3.40584, 2.46093, -2.17503)
C (0.00597, -3.06123, 0.12942)
C (1.40957, -2.82065, -0.09165)
C (2.04015, -3.11970, -1.46840)
C (1.22785, -2.79840, -2.72147)
C (0.18708, -1.76156, -2.52887)
C (-1.13628, -2.03756, -2.29169)
C (-1.66284, -3.34658, -1.73782)
C (-0.70016, -4.00883, -0.76183)
H (2.15683, -4.20484, -1.42321)
H (0.80918, -3.73632, -3.11597)
H (3.04435, -2.67924, -1.54697)
H (-0.02025, -4.67680, -1.29716)
H (-0.32043, -3.08282, 1.16770)
H (2.02284, -3.52070, 0.50638)
H (-1.30598, -4.65127, -0.12105)
H (-2.59900, -3.12474, -1.22322)
H (-1.87665, -1.51603, -2.92366)
H (-1.92533, -4.04897, -2.55311)
H (1.94148, -2.43699, -3.47780)
H (0.47264, -0.75512, -2.84791)
P (1.89099, -1.31240, 0.81045)
C (1.94322, -2.10489, 2.47026)
C (3.10826, -0.56764, -0.33683)
P (-2.20489, 0.71059, -1.16252)
C (-1.09692, -0.56062, -0.57612)
C (-1.63154, 1.01573, -2.88195)
C (-3.60999, -0.49444, -1.14031)
H (0.97100, -1.93430, 2.96708)
H (2.73325, -1.61281, 3.04725)
H (2.12257, -3.19516, 2.45112)
H (3.05261, -0.87920, -1.39191)
H (4.11074, -0.72461, 0.06692)
H (2.88848, 0.50589, -0.38403)
H (-3.29267, -1.52209, -1.36951)
H (-4.33161, -0.14518, -1.88145)
H (-4.06075, -0.48702, -0.14040)
H (-1.51371, -1.48384, -0.18415)
H (-0.01034, -0.54536, -0.88759)
H (-1.91668, 2.04699, -3.10747)
H (-2.10563, 0.35672, -3.60987)
H (-0.54613, 0.96017, -3.00397)
C (-0.94466, 0.39325, 3.95120)
Si (-1.59258, -0.01862, 2.21488)
C (-2.27490, -1.80622, 2.34477)
C (-3.20136, 1.01598, 2.01825)
H (0.13869, 0.25103, 4.03431)
H (-1.43478, -0.28089, 4.66632)
H (-1.18454, 1.42323, 4.24115)
H (-2.88790, -1.82427, 3.26018)
H (-2.90867, -2.09087, 1.49455)
H (-1.47431, -2.54545, 2.45633)
H (-4.06123, 0.43279, 2.37331)
H (-3.15541, 1.92022, 2.63457)
H (-3.43523, 1.34380, 0.99853)

Force components x, y, z for each atom (eV/Å):
Ru 0.73 2.16 0.77
C -0.99 0.07 0.41
C -0.85 0.73 -0.25
C 1.86 0.41 1.54
C -0.84 1.62 -1.61
C 1.38 0.09 -0.36
C 0.32 -0.49 0.10
H -0.23 0.30 0.25
H 0.13 0.25 -0.19
H -0.36 -0.30 -0.10
C 0.30 -0.02 0.57
H -0.30 0.26 0.26
H 0.33 -0.09 0.04
H -0.19 -0.25 -0.18
C -0.53 -0.01 0.08
H 0.20 -0.32 -0.07
H -0.09 0.09 -0.31
H 0.24 0.09 0.41
C -0.30 -0.12 -0.37
H 0.07 -0.42 0.13
H 0.31 0.14 -0.08
H -0.10 0.21 0.34
C 0.21 -0.18 -0.36
H -0.20 -0.46 0.09
H 0.24 0.11 0.20
H -0.11 0.23 -0.09
C -0.36 -1.61 0.41
C 2.09 -0.25 -0.34
C 0.01 -0.55 0.27
C 0.71 -0.22 0.20
C -1.18 -0.57 -1.54
C 0.64 -0.93 -2.15
C 0.27 0.23 -0.74
C -0.72 -0.76 0.23
H 0.39 0.08 -0.28
H -0.08 0.46 0.07
H -0.38 -0.53 0.21
H 0.07 0.17 0.08
H 0.11 0.32 -0.29
H -0.39 -0.15 0.16
H 0.00 -0.22 -0.09
H -0.02 -0.22 -0.02
H 0.34 0.40 1.13
H 0.07 0.38 0.24
H -0.39 -0.08 0.06
H -0.27 -0.27 -0.18
P -2.46 -0.49 -0.69
C 1.18 0.42 0.69
C 0.95 0.80 0.61
P 0.14 -0.63 0.29
C -0.40 0.26 0.05
C -0.43 0.37 -0.32
C -0.47 0.43 -0.42
H 0.46 0.21 -0.40
H -0.21 -0.24 0.35
H 0.15 0.63 -0.21
H -0.18 -0.41 0.77
H 0.20 0.18 -0.39
H 0.30 -0.57 0.29
H -0.30 0.78 -0.05
H -0.28 -0.21 0.19
H 0.00 0.13 -0.31
H 0.33 0.10 0.01
H -0.41 -0.28 -0.42
H -0.06 -0.31 -0.21
H 0.03 0.04 0.03
H -0.18 -0.03 0.24
C 0.27 -0.05 -0.20
Si -1.56 -1.06 1.40
C 0.40 0.38 0.01
C 0.22 0.24 -0.28
H -0.20 0.02 0.20
H 0.06 0.11 -0.18
H 0.06 -0.24 -0.03
H 0.12 -0.04 -0.31
H 0.12 0.01 0.17
H -0.35 0.07 0.16
H 0.30 -0.10 0.01
H -0.01 -0.22 -0.06
H 0.04 -0.06 0.33

LUMO level (spin up / spin down): -7.169 / -8.402 eV
2S+1: 5
highest occupied orbital energy (spin up / spin down): -0.4763 / -0.5169 Eh
total charge: +2
<S²>: 6.075
frontier orbital gap (spin up / spin down): 5.8 / 5.7 eV

---

Per-record molar mass, g/mol: 176.22 1707.62 553.79